# 1
The following is a quantum chemistry calculation of a cluster of 2 separate species, C5H11NO in total, from the Open Molecules 2025 dataset.

The geometry in XYZ format:
```
18
Properties=species:S:1:pos:R:3:forces:R:3:nbo_charge:R:1
C 2.4167 -0.3135 -1.3781 -0.46 -0.58 0.78 -0.394
C 1.6446 -1.1863 -0.6818 0.38 1.13 -2.85 -0.216
C 0.3832 -0.8441 -0.0246 0.42 -0.49 3.31 0.149
N 0.2709 0.4656 0.4184 -0.58 -1.23 -0.68 -0.840
C -0.3390 -1.8820 0.5195 2.58 0.33 -2.57 -0.275
C -1.1015 -2.0088 1.7504 -1.61 0.00 1.64 -0.668
H 2.4040 0.7611 -1.1953 -0.25 -0.16 -0.52 0.178
H 3.0552 -0.7067 -2.1709 0.41 0.26 0.68 0.207
H 1.9203 -2.2153 -0.8807 -0.68 -0.23 0.18 0.209
H 1.0423 1.0865 0.2841 -0.39 0.44 0.26 0.397
H -0.5948 0.6301 0.8950 0.33 0.90 0.20 0.396
H 0.1346 -2.7242 0.0089 -1.00 -0.72 0.77 0.199
H -2.0708 -1.5048 1.8508 0.15 0.58 -0.50 0.215
H -1.4600 -3.0187 1.9835 0.66 -0.14 -0.33 0.230
H -0.5360 -1.6656 2.6387 0.03 -0.09 -0.37 0.214
O -2.3035 4.9369 -1.6895 0.45 -0.57 -0.50 -0.938
H -2.0092 4.5218 -0.8773 -0.06 0.06 0.16 0.469
H -2.8572 5.6681 -1.4512 -0.39 0.51 0.34 0.469
```
Positions in Å, forces in eV/Å.

=====

# 2
The following is a quantum chemistry calculation of a cluster of 2 separate species, C5H11NO in total, from the Open Molecules 2025 dataset.

The geometry in XYZ format:
```
18
Properties=species:S:1:pos:R:3:forces:R:3:nbo_charge:R:1
C 1.4420 -0.2553 -1.1249 0.07 -0.03 0.01 -0.610
C 0.0208 -0.3817 -0.5968 0.09 -0.02 -0.01 -0.329
C -0.6258 -1.7278 -0.9434 -0.06 -0.18 -0.10 -0.599
C -0.0922 -0.4064 0.9131 -0.01 -0.45 0.22 0.472
O 0.7333 -0.8096 1.6904 -0.27 0.04 -0.36 -0.548
H 2.0826 -1.0077 -0.6571 -0.05 0.08 -0.06 0.225
H 1.8704 0.7289 -0.9048 -0.10 -0.18 0.01 0.220
H 1.4595 -0.4077 -2.2105 0.00 0.02 0.18 0.207
H -0.6108 0.4275 -0.9942 0.08 -0.17 0.16 0.199
H -0.6465 -1.9019 -2.0205 -0.01 0.03 0.05 0.217
H -0.0509 -2.5248 -0.4603 -0.09 0.00 -0.18 0.218
H -1.6524 -1.7728 -0.5601 0.13 -0.06 -0.12 0.210
H -1.1328 -0.1576 1.2396 0.19 -0.39 0.07 0.092
C -0.7808 1.9757 1.6433 0.29 0.32 0.03 -0.047
N 0.3324 2.0570 1.0389 -0.47 0.39 0.09 -0.589
H -1.7575 2.2355 1.2183 0.14 0.06 -0.04 0.154
H -0.7966 1.5572 2.6521 0.06 0.26 -0.01 0.176
H 0.2054 2.3716 0.0767 -0.02 0.28 0.06 0.331
```
Positions in Å, forces in eV/Å.

=====

HOMO level for every record listed, in sequence, given in eV: -7.565 -9.487.
Calculated total energy for every record listed, in sequence, given in eV: -8898.7390 -8899.3746.